# 1
91
Properties=species:S:1:pos:R:3:mulliken_charge:R:1 method="wB97M-V/def2-TZVPD" spin_multiplicity=3 e_above_lowest_kcal_mol=20.1 s2=2.008 total_energy_ha=-2594.9942 homo_energy_ev="-10.433 / -11.289" charge=+1 orbital_gap_ha="0.268 / 0.299"
C 1.74877 -0.81260 -1.16341 -1.40
C 1.33380 -1.57095 0.12393 -0.36
P 1.37287 -3.43695 -0.02556 -0.17
C 1.82192 -3.92076 -1.76908 -1.08
N -0.31287 -3.90698 0.34234 0.10
B -0.21828 -5.32227 0.91849 0.83
O -0.40450 -5.45325 2.26059 -0.51
O 0.07323 -6.37603 0.09573 -0.55
C -1.17523 -3.82459 -0.65078 -0.36
N -2.24269 -4.75701 -0.62346 -0.01
C -3.47857 -4.20890 -0.17949 -0.30
I -3.45955 -3.40781 1.80110 0.13
C -4.58617 -4.14524 -0.86988 0.69
C -5.87339 -3.53464 -0.36750 -1.41
I -4.64274 -4.93436 -2.83962 0.00
N -1.12026 -2.92292 -1.59196 0.49
O -2.03549 -2.79762 -2.59995 -0.40
H 1.43016 -1.27484 -2.09829 0.38
H 1.30422 0.18162 -1.11349 0.26
H 2.82756 -0.68366 -1.13886 0.50
H 2.08665 -1.35237 0.87951 0.44
H 0.37407 -1.25264 0.53390 0.48
H 2.46813 -4.79276 -1.65852 0.39
H 2.41460 -3.16610 -2.28080 0.40
H 0.97691 -4.26066 -2.37120 0.35
H 0.34146 -4.99810 2.68657 0.29
H 0.92032 -6.24556 -0.35465 0.30
H -2.33818 -5.27460 -1.49536 0.27
H -5.73662 -2.45203 -0.40341 0.35
H -6.09565 -3.83339 0.65201 0.42
H -6.68334 -3.79202 -1.04361 0.38
H -0.37412 -2.23081 -1.60851 -0.19
H -2.05712 -3.63761 -3.09272 0.29
C 1.46729 2.98659 5.69430 -1.72
C 1.04653 1.83694 4.73515 2.02
C -0.19568 1.09489 5.26164 -1.48
C 0.06868 0.04018 6.33263 -0.46
C 1.20581 -0.88275 5.91005 -1.20
C 2.47419 -0.10667 5.55658 1.84
N 2.21463 0.93204 4.51224 0.20
O 2.06800 0.33619 3.37432 -0.44
C 3.03481 0.51984 6.84891 -2.00
C 3.56610 -1.07629 5.10609 -1.76
C 0.61386 2.55447 3.45447 -1.91
H 2.43119 2.82343 6.16770 0.36
H 1.58968 3.92707 5.15653 0.48
H 0.73268 3.15300 6.48347 0.32
H -0.68674 0.59069 4.42170 0.38
H -0.91888 1.82066 5.63711 0.41
H 0.28590 0.51513 7.29240 0.28
H -0.83758 -0.54956 6.48857 0.40
H 1.41968 -1.59258 6.71190 0.41
H 0.88247 -1.48334 5.05218 0.27
H 3.92845 1.11111 6.64137 0.40
H 3.31813 -0.26459 7.55116 0.43
H 2.32368 1.15248 7.37530 0.41
H 3.25095 -1.69346 4.26474 0.26
H 3.82061 -1.75586 5.91911 0.42
H 4.47279 -0.54009 4.82169 0.45
H 1.45839 3.04805 2.97120 0.48
H -0.12793 3.31577 3.69739 0.45
H 0.15518 1.87812 2.73306 0.31
C -2.45058 2.23210 -4.97273 -1.72
C -1.39038 2.58987 -3.89223 2.07
C -1.44847 4.08371 -3.52383 -1.48
C -0.72390 5.02790 -4.47902 -0.50
C 0.68225 4.51941 -4.77541 -1.22
C 0.67506 3.08366 -5.29930 1.76
N -0.04150 2.15818 -4.36750 0.40
O 0.71556 1.95272 -3.33800 -0.58
C 0.03262 3.08188 -6.70096 -1.93
C 2.10882 2.61436 -5.54288 -1.91
C -1.84307 1.81866 -2.64988 -2.07
H -2.01554 1.92915 -5.92095 0.37
H -3.05390 1.37518 -4.66922 0.47
H -3.13277 3.06017 -5.16901 0.31
H -1.00395 4.21929 -2.53221 0.40
H -2.49077 4.39304 -3.42772 0.42
H -1.29741 5.15463 -5.40082 0.29
H -0.66217 6.01934 -4.02592 0.41
H 1.16356 5.17469 -5.50403 0.40
H 1.28749 4.58315 -3.86519 0.36
H -0.02182 2.06923 -7.10585 0.40
H 0.63564 3.67583 -7.38776 0.43
H -0.96596 3.51261 -6.72789 0.41
H 2.72698 2.69040 -4.64912 0.36
H 2.57936 3.23305 -6.30633 0.42
H 2.12840 1.57996 -5.89128 0.44
H -1.76006 0.73927 -2.80142 0.46
H -2.88729 2.04998 -2.43808 0.44
H -1.26898 2.08546 -1.76245 0.39

***

# 2
13
Properties=species:S:1:pos:R:3:mulliken_charge:R:1 method="wB97M-V/def2-TZVPD" e_above_lowest_kcal_mol=144.3 total_energy_ha=-298.9921 homo_energy_ev=-13.860 charge=+1 orbital_gap_ha=0.387
C -2.26089 0.18258 0.57770 -0.12
C -1.69683 0.76980 -0.41761 -0.20
N -1.50778 -0.66028 -0.31534 -0.28
N 1.05538 -0.92123 -0.05546 -0.34
N 1.35855 0.25075 -0.24751 0.19
N 2.54736 0.70946 0.03443 -0.43
H -2.81250 0.15226 1.49035 0.37
H -1.57634 1.51496 -1.11554 0.38
H -0.40363 -0.96436 -0.02432 0.48
H 1.55623 -1.70105 0.28248 0.19
H -2.17384 -1.14705 -0.87856 0.27
H 3.15978 0.12172 0.51758 0.22
H 2.75450 1.69244 0.15181 0.27

***

# 3
48
Properties=species:S:1:pos:R:3:mulliken_charge:R:1 method="wB97M-V/def2-TZVPD" e_above_lowest_kcal_mol=26.0 smiles="NC(=O)C[C@H]1C(=O)N(c2ccc(F)cc2)C(=O)N1NC(=O)CCc1ccccc1" total_energy_ha=-1393.4689 homo_energy_ev=-9.059 orbital_gap_ha=0.349
N 0.10107 4.17346 3.29573 -0.28
C -0.22298 4.32759 2.00165 0.07
O -0.44862 5.40109 1.49021 -0.64
C -0.29989 3.02368 1.20111 -0.34
C 1.01197 2.22599 1.22347 -0.11
C 1.08188 1.23031 2.37574 0.55
O 1.01239 1.49205 3.55356 -0.73
N 1.24753 -0.00956 1.83098 0.35
C 1.32609 -1.22055 2.56444 0.20
C 0.51181 -1.41139 3.67439 -0.40
C 0.59452 -2.58958 4.39212 -0.66
C 1.48436 -3.56479 3.97839 0.37
F 1.56422 -4.71468 4.67439 -0.32
C 2.29489 -3.39249 2.87061 -0.72
C 2.21816 -2.20770 2.16282 -0.20
C 1.27408 0.03558 0.42554 0.43
O 1.40256 -0.89456 -0.32108 -0.59
N 1.19268 1.35369 0.07611 0.16
N 0.82683 1.71265 -1.20552 -0.27
C -0.41568 1.33670 -1.68050 0.61
O -1.26600 0.91690 -0.93839 -0.58
C -0.55970 1.53591 -3.16735 -1.02
C -0.09178 0.26416 -3.90453 -1.02
C -1.04113 -0.87536 -3.65246 0.52
C -2.19321 -1.00122 -4.41831 -0.32
C -3.09226 -2.02332 -4.17473 -0.62
C -2.84986 -2.93009 -3.15708 -0.40
C -1.70521 -2.80966 -2.38869 -0.82
C -0.80403 -1.78856 -2.63453 -0.14
H 0.16941 4.99566 3.87246 0.21
H 0.34702 3.27415 3.68834 0.23
H -0.52678 3.30117 0.17095 0.15
H -1.12417 2.41238 1.57276 0.50
H 1.85798 2.92533 1.28709 0.20
H -0.17767 -0.64169 3.97953 0.42
H -0.02442 -2.75880 5.25846 0.43
H 2.97528 -4.17489 2.57526 0.43
H 2.83832 -2.05651 1.29487 0.42
H 1.58604 1.88697 -1.85208 0.32
H -1.61231 1.71157 -3.39036 0.45
H 0.02804 2.39664 -3.49034 0.34
H -0.05181 0.48332 -4.97369 0.45
H 0.91153 -0.00714 -3.56913 0.39
H -2.38617 -0.29375 -5.21339 0.39
H -3.98414 -2.11096 -4.77825 0.38
H -3.55274 -3.72722 -2.96362 0.38
H -1.51127 -3.51188 -1.59135 0.42
H 0.08318 -1.70060 -2.02561 0.40

***

# 4
71
Properties=species:S:1:pos:R:3:mulliken_charge:R:1 method="wB97M-V/def2-TZVPD" smiles="CCC1=C(P(O)(O)=S)C(=O)C(I)=CC1=O.NC(N)=O.NC(N)=O.NC(N)=O.NC(N)=O.NC(N)=O.NC(N)=O" total_energy_ha=-2999.4042 homo_energy_ev=-9.434 orbital_gap_ha=0.245
C 4.44863 0.14951 -1.15765 -1.00
C 3.19223 1.04196 -1.71357 -0.39
C 1.76701 0.24263 -1.84700 0.29
C 0.46466 0.99541 -1.63634 0.05
P 0.33993 2.87151 -1.26924 0.85
O -1.16095 3.60681 -1.87226 -0.32
O 1.62546 3.83133 -1.99770 -0.52
S 0.24960 3.04568 0.68382 -0.47
C -0.99609 0.18369 -1.71441 0.50
O -2.18292 0.78672 -1.42433 -0.56
C -1.12387 -1.42717 -2.09230 -0.51
I -3.12900 -2.39862 -2.22293 0.10
C 0.15143 -2.16210 -2.30079 -0.23
C 1.61995 -1.37952 -2.20944 0.40
O 2.68711 -2.17092 -2.50421 -0.55
H 5.12030 0.67498 -0.35641 0.31
H 4.13300 -0.89399 -0.72230 0.25
H 5.14063 -0.07513 -2.10431 0.27
H 3.48688 1.54148 -2.74092 0.29
H 3.04429 1.92381 -0.92239 0.25
H -1.18880 3.32242 -2.85213 0.23
H 1.90467 3.37896 -2.86975 0.36
H 0.11889 -3.30843 -2.53764 0.39
N -1.27989 -7.87565 -2.41905 -0.42
C -1.70847 -6.62256 -2.18266 0.67
N -2.47609 -6.49217 -1.08567 -0.36
O -1.42373 -5.68031 -2.90493 -0.59
H -1.50369 -8.66428 -1.83591 0.16
H -0.69915 -8.01738 -3.23514 0.23
H -2.81968 -5.56507 -0.87153 0.16
H -2.72129 -7.25614 -0.47875 0.17
N 1.85367 -0.20556 2.27381 -0.04
C 2.41132 -0.46553 3.47015 0.64
N 2.01170 0.35055 4.46209 -0.32
O 3.21464 -1.36879 3.64165 -0.81
H 1.19040 0.53354 2.11295 0.01
H 2.12743 -0.79681 1.49998 0.08
H 2.40755 0.18909 5.37898 0.23
H 1.35128 1.09962 4.34028 0.17
N -0.14183 5.70525 -5.12316 -0.34
C -0.78903 4.79987 -5.87896 0.68
N -0.98610 5.17604 -7.15539 -0.42
O -1.16664 3.72422 -5.44194 -0.63
H 0.17689 6.59610 -5.46502 0.17
H 0.02691 5.46139 -4.15600 0.20
H -1.46971 4.52343 -7.75842 0.23
H -0.68249 6.05750 -7.53351 0.15
N -1.46150 -1.62910 5.19830 -0.30
C -2.33762 -1.00919 4.38717 0.60
N -1.78307 -0.12958 3.53371 -0.30
O -3.53835 -1.22733 4.42267 -0.66
H -0.46941 -1.46287 5.18390 0.16
H -1.83770 -2.29925 5.85611 0.19
H -2.40764 0.35893 2.90546 0.12
H -0.79671 0.06346 3.48964 0.13
N -3.36532 5.26900 -0.61535 -0.28
C -3.44230 6.20844 0.34450 0.63
N -2.66432 5.97640 1.41713 -0.32
O -4.15979 7.19171 0.24971 -0.68
H -2.78044 4.45266 -0.55549 0.10
H -3.93514 5.40553 -1.43998 0.17
H -2.69252 6.65936 2.16292 0.20
H -2.06696 5.17264 1.51330 0.16
N 1.92048 -3.87953 4.13372 -0.27
C 1.90969 -4.61998 5.25684 0.66
N 1.14089 -5.72198 5.19221 -0.40
O 2.54604 -4.31655 6.25363 -0.66
H 1.40328 -4.11306 3.30303 0.14
H 2.48682 -3.04134 4.14026 0.23
H 1.10478 -6.30733 6.01653 0.23
H 0.60972 -5.98838 4.38041 0.16

***

# 5
22
Properties=species:S:1:pos:R:3:mulliken_charge:R:1 method="wB97M-V/def2-TZVPD" e_above_lowest_kcal_mol=58.4 smiles="[H]/N=C/NCC.O.O.O" total_energy_ha=-457.8460 homo_energy_ev=-8.609 orbital_gap_ha=0.340
H -1.86230 -3.06700 2.90226 0.21
N -1.84463 -2.42476 2.06440 -0.70
C -0.87352 -1.56047 1.77033 0.07
N -1.31398 -0.73031 0.78079 -0.35
C -0.48990 0.52760 0.44355 -0.03
C -1.50057 1.39164 -0.39362 -1.05
H 0.15224 -1.45665 2.21460 0.34
H -2.29830 -0.63290 0.40080 0.25
H 0.40490 0.09059 -0.17947 -0.08
H 0.11545 1.04898 1.23341 0.40
H -2.42704 0.89810 -0.65180 0.46
H -1.02184 1.61811 -1.32206 0.23
H -1.60489 2.27736 0.10098 0.31
O -0.05389 -1.36060 -2.23676 -0.60
H 0.04722 -1.52114 -1.24172 0.34
H -0.61712 -1.92245 -2.64018 0.27
O 2.01577 1.48567 -1.45274 -0.74
H 1.15553 1.09257 -1.16062 0.32
H 1.83742 1.64465 -2.40506 0.30
O 3.35361 0.49430 0.65523 -0.64
H 3.03657 0.95328 -0.09257 0.39
H 3.78927 1.15341 1.21029 0.31